No. 1
The following is a DFT calculation (ωB97M-V/def2-TZVPD) of C7H8BrNOS in the gas phase in a non-equilibrium geometry.

Structure (XYZ):
```
19
Properties=species:S:1:pos:R:3:forces:R:3
C -0.657939 0.157252 2.118258 -3.1415 -0.6366 -3.1756
C -0.776524 -0.557382 0.782529 1.0737 -0.2319 0.1695
C -1.465610 -1.771421 0.571947 -2.7653 -2.7772 1.5019
C -1.298660 -2.409544 -0.614321 0.6685 0.7095 -1.7406
S -0.240877 -1.485023 -1.641934 0.1024 0.6626 1.5408
C -0.023179 -0.351257 -0.312464 2.0287 3.5235 -3.0373
N 0.888230 0.923792 -0.663865 -2.3077 -3.4339 1.2429
C 0.496601 1.928089 -1.632687 -5.5565 -4.0094 -0.4274
C 2.176875 0.927006 -0.369212 1.9612 0.8114 -0.8566
O 3.000415 1.727028 -0.779126 -0.8004 -0.7993 0.7575
Br 2.697346 -0.545107 0.689462 0.7044 -0.7117 0.8292
H -0.271643 1.117358 1.925730 -0.2587 1.5387 0.2864
H -1.643657 -0.037869 2.552499 0.2073 1.1437 0.4503
H 0.020175 -0.348751 2.649713 2.6952 -1.9775 2.2487
H -2.194863 -2.282200 1.313334 1.4113 1.2471 -0.9813
H -1.704993 -3.254444 -1.186547 -0.2055 0.1974 1.2476
H -0.512327 2.242269 -1.220893 1.0456 0.2585 -1.0084
H 1.203552 2.623363 -1.527562 2.4413 3.0382 -0.5784
H 0.307079 1.396843 -2.654867 0.6960 1.4469 1.5307
```
Positions in Å, forces in eV/Å.

Calculated values
HOMO energy ... -9.174 eV
SMILES string ... Cc1ccsc1N(C)C(=O)Br
HOMO-LUMO gap ... 9.75 eV
Energy relative to the best compared isomer or geometry (same formula, charge and spin) ... 0.0 kcal/mol

The molecule's natural (NBO) atomic charges, reported in e, are given here: number 1, C, carries -0.612; number 2, C, carries -0.085; number 3, C, carries -0.250; number 4, C, carries -0.387; number 5, S, carries 0.407; number 6, C, carries -0.004; number 7, N, carries -0.467; number 8, C, carries -0.392; number 9, C, carries 0.597; number 10, O, carries -0.598; number 11, Br, carries -0.003; number 12, H, carries 0.230; number 13, H, carries 0.225; number 14, H, carries 0.224; number 15, H, carries 0.229; number 16, H, carries 0.249; number 17, H, carries 0.202; number 18, H, carries 0.234; number 19, H, carries 0.202

***

No. 2
The following is a DFT calculation (ωB97M-V/def2-TZVPD) of 2 unconnected molecules or ions with the total composition C3H9NO in a non-equilibrium geometry.

Structure (XYZ):
```
14
Properties=species:S:1:pos:R:3:forces:R:3
C 1.750332 1.282879 1.927645 0.3095 -0.3888 0.3258
C 0.585384 0.651420 1.327140 -1.0413 0.7788 -0.1681
C -0.641527 0.422368 1.968103 0.1970 -0.2597 0.1730
N -1.692366 -0.039360 1.288857 1.4194 -1.7672 0.0729
H 2.397123 0.514037 2.370218 0.0825 -0.1401 -0.0177
H 1.492888 1.934951 2.750599 -0.1560 0.2232 0.2093
H 2.360716 1.797947 1.201029 0.0678 0.1421 -0.2381
H 0.530846 0.486770 0.261721 0.4104 -0.1960 -0.2908
H -0.765247 0.520957 3.040055 0.0047 0.3267 0.0119
H -2.269291 -0.685748 1.810231 -0.8987 0.5418 0.3310
H -1.417962 -0.529415 0.434384 -0.4026 0.7289 -0.4168
H -0.118007 -1.889500 -5.785712 -0.0216 -0.1638 0.1240
H -1.270233 -2.083396 -6.727142 -0.1090 -0.2315 0.2106
O -0.942657 -2.383913 -5.867126 0.1380 0.4057 -0.3272
```
Positions in Å, forces in eV/Å.

Calculated values
HOMO energy (spin up / spin down) ... -13.436 / -13.436 eV
Multiplicity ... 2
Charge ... +1
<S²> ... 0.76
HOMO-LUMO gap (spin up / spin down) ... 9.21 / 5.89 eV
Energy relative to the best compared isomer or geometry (same formula, charge and spin) ... 8.2 kcal/mol

The molecule's natural (NBO) atomic charges, reported in e, are given here: number 1, C, carries -0.708; number 2, C, carries 0.053; number 3, C, carries 0.124; number 4, N, carries -0.591; number 5, H, carries 0.294; number 6, H, carries 0.263; number 7, H, carries 0.274; number 8, H, carries 0.214; number 9, H, carries 0.236; number 10, H, carries 0.427; number 11, H, carries 0.412; number 12, H, carries 0.463; number 13, H, carries 0.472; number 14, O, carries -0.935

***

Number 1: M 234.12 g/mol, energy -91802.42869 eV. Number 2: M 75.11 g/mol, energy -6785.95491 eV.